Version w
Here is a structure of composition C26H24IIrN3O8SSi from OMol25. Energies are from wB97M-V/def2-TZVPD.

CARTESIAN COORDINATES (ANGSTROEM)
Ir -0.1931 -1.1781 0.4013
O 1.9646 -2.5696 3.6246
C 1.8424 -2.1830 2.4836
O 0.6889 -2.2921 1.8573
C 3.0089 -1.6644 1.7055
C 4.2586 -2.1082 2.0795
C 5.3763 -1.6826 1.3800
C 5.2738 -0.8112 0.3215
C 4.0263 -0.3337 -0.0326
C 2.8395 -0.7351 0.6438
O 1.6827 -0.2439 0.3401
N 4.0124 0.6326 -1.1342
O 3.0438 1.3649 -1.2726
O 4.9645 0.6394 -1.8859
N 6.7048 -2.1516 1.7857
O 6.7624 -2.9507 2.6988
O 7.6665 -1.7137 1.1842
H 4.3545 -2.7846 2.9166
H 6.1521 -0.4905 -0.2167
I -1.6090 -3.3474 0.5152
C -1.6870 -3.5480 -1.5535
C -2.4567 -4.4961 -2.1580
C -2.4017 -4.6036 -3.5617
C -1.5826 -3.7791 -4.2794
C -0.7782 -2.8024 -3.6462
C 0.0950 -1.9695 -4.3892
C 0.8856 -1.0673 -3.7444
C 0.8209 -0.9195 -2.3419
C -0.0389 -1.6638 -1.5655
C -0.8291 -2.6596 -2.2367
H -3.0888 -5.1603 -1.5839
H -3.0096 -5.3459 -4.0610
H -1.5340 -3.8645 -5.3580
H 0.1217 -2.0685 -5.4674
H 1.5720 -0.4430 -4.3025
H 1.4614 -0.1885 -1.8740
C -3.9623 4.4544 2.4038
Si -3.6466 2.9339 1.3631
C -5.0872 1.7510 1.5030
C -3.3363 3.4249 -0.4100
C -2.1009 2.0887 2.0514
C -1.3293 2.6490 3.0654
C -0.1567 2.0504 3.5188
C 0.2373 0.8546 2.9584
N -0.5095 0.2719 2.0228
C -1.6125 0.8800 1.5601
S -2.2037 -0.0907 0.2085
H -4.8860 4.9369 2.0764
H -3.1587 5.1880 2.3112
H -4.0803 4.2064 3.4609
H -6.0292 2.2723 1.3175
H -5.1344 1.3177 2.5043
H -5.0134 0.9312 0.7860
H -4.2122 3.9243 -0.8311
H -3.1072 2.5591 -1.0336
H -2.4938 4.1162 -0.4695
H -1.6317 3.5928 3.5044
H 0.4399 2.5068 4.2955
H 1.1338 0.3317 3.2663
C 0.0475 2.5149 -1.7002
O 0.3129 1.8250 -0.4925
H 0.9690 2.8162 -2.2015
H -0.5395 3.4093 -1.4875
H -0.5279 1.8768 -2.3799
H 1.2481 1.5895 -0.4443

Values from the calculation:
HOMO (alpha / beta) in eV: -8.28 / -8.45
<S²>: 0.7637
Multiplicity: 2
Gap between HOMO and LUMO (alpha / beta) in eV: 6.9 / 6.1

***

Version x
Here is a structure of composition C26H24IIrN3O8SSi from OMol25. Energies are from wB97M-V/def2-TZVPD.

CARTESIAN COORDINATES (ANGSTROEM)
Ir 0.6257 0.6382 0.1085
O 3.4607 -1.9134 1.4198
C 2.7935 -0.9088 1.5373
O 2.5774 -0.0373 0.5883
C 2.2340 -0.5252 2.8891
C 3.0193 -0.6728 4.0095
C 2.5305 -0.2672 5.2458
C 1.2764 0.2778 5.3827
C 0.4929 0.4241 4.2516
C 0.9246 -0.0079 2.9810
O 0.1229 -0.0582 1.9404
N -0.8136 1.0525 4.4324
O -1.3211 1.6181 3.4743
O -1.3151 1.0117 5.5348
N 3.3695 -0.4166 6.4394
O 4.4741 -0.8979 6.2914
O 2.9077 -0.0522 7.5033
H 4.0046 -1.1085 3.9238
H 0.9121 0.5944 6.3481
I 1.3029 2.9388 1.2086
C -0.6729 3.5844 0.9396
C -1.1455 4.6740 1.6049
C -2.4700 5.0924 1.3663
C -3.2390 4.4272 0.4569
C -2.7417 3.3020 -0.2437
C -3.5271 2.6450 -1.2184
C -3.0248 1.5825 -1.9151
C -1.7378 1.0992 -1.6341
C -0.9493 1.6503 -0.6433
C -1.4329 2.8252 0.0237
H -0.5231 5.2135 2.3059
H -2.8614 5.9471 1.9008
H -4.2513 4.7540 0.2534
H -4.5247 3.0171 -1.4176
H -3.6206 1.0970 -2.6773
H -1.3789 0.2471 -2.1951
C 3.3226 -1.8980 -4.5240
Si 1.4617 -1.9974 -4.6116
C 0.9062 -3.5230 -5.5434
C 0.7403 -0.4723 -5.4200
C 0.7916 -2.1451 -2.8460
C 0.2307 -3.3171 -2.3436
C -0.2791 -3.4111 -1.0492
C -0.2459 -2.2943 -0.2436
N 0.2888 -1.1702 -0.7165
C 0.8136 -1.0748 -1.9526
S 1.4753 0.5494 -2.0843
H 3.7578 -1.7992 -5.5209
H 3.7388 -2.7940 -4.0596
H 3.6383 -1.0389 -3.9286
H 1.0501 -3.3686 -6.6148
H -0.1531 -3.7346 -5.3832
H 1.4787 -4.4083 -5.2598
H 0.9947 -0.4703 -6.4827
H 1.1202 0.4491 -4.9786
H -0.3490 -0.4578 -5.3395
H 0.1858 -4.1938 -2.9794
H -0.6933 -4.3357 -0.6755
H -0.6240 -2.2551 0.7687
C -3.3628 -0.9180 1.4816
O -2.7283 0.3163 1.2339
H -4.3770 -0.7973 1.8762
H -2.7954 -1.5412 2.1822
H -3.4315 -1.4499 0.5313
H -2.4335 0.7036 2.0664

Values from the calculation:
HOMO (alpha / beta) in eV: -8.46 / -8.37
<S²>: 0.7740
Multiplicity: 2
Gap between HOMO and LUMO (alpha / beta) in eV: 7.8 / 5.8

***

version x is favored, and the nearest alternative lies 76.3 kJ/mol above it.

***

Version w
Here is a structure of composition C40H45N4O4RbSSb2 from OMol25. Energies are from wB97M-V/def2-TZVPD.

CARTESIAN COORDINATES (ANGSTROEM)
Rb 0.8834 -0.5468 0.4232
O 1.0124 1.5108 2.2007
C 0.5696 1.9110 3.3114
C 1.4611 2.4379 4.3029
C 1.0475 2.8257 5.5482
C -0.2937 2.7085 5.9193
C -1.1926 2.2225 4.9955
C -0.8203 1.8521 3.7013
C -1.8484 1.4011 2.8027
N -1.6894 1.2045 1.5602
C -2.7926 0.7833 0.7463
C -2.2975 0.3696 -0.6381
N -2.2543 1.4978 -1.5320
C -2.0952 1.2615 -2.7689
C -1.8674 -0.0508 -3.3826
C -2.7837 -0.5778 -4.2790
C -2.6620 -1.8692 -4.7615
C -1.5813 -2.6423 -4.3444
C -0.6326 -2.1289 -3.4957
C -0.7121 -0.8051 -2.9812
O 0.1932 -0.3056 -2.2371
H 2.5054 2.5119 4.0232
H 1.7658 3.2188 6.2622
H -0.6166 2.9964 6.9132
H -2.2388 2.1267 5.2732
H -2.8421 1.2572 3.2811
H -3.5050 1.6122 0.6348
H -3.3241 -0.0650 1.2080
H -2.9448 -0.4158 -1.0576
H -1.2979 -0.0612 -0.5124
H -2.1762 2.1254 -3.4297
H -3.6411 0.0278 -4.5646
H -3.4099 -2.2792 -5.4314
H -1.4949 -3.6662 -4.6966
H 0.2028 -2.7356 -3.1705
C 5.1040 0.7587 -1.8268
Sb 2.9463 0.4120 -2.0920
C 3.2951 -1.1452 -3.5600
C 2.8733 1.9529 -3.7147
C 3.1385 3.3213 -3.2506
C 4.4204 3.8460 -3.3960
C 4.7607 5.1170 -2.9650
C 3.7907 5.9142 -2.3815
C 2.5081 5.4209 -2.2397
C 2.1486 4.1336 -2.6502
C 0.8026 3.6632 -2.3585
Sb 0.6257 2.7051 -0.3020
C 2.6520 3.2000 0.2934
C -0.0462 4.5852 0.6304
H 5.6710 0.7029 -2.7540
H 5.4620 -0.0059 -1.1452
H 5.2593 1.7333 -1.3712
H 4.1349 -0.9176 -4.2160
H 2.3918 -1.2689 -4.1464
H 3.4908 -2.0675 -3.0260
H 1.8871 1.8452 -4.1590
H 3.6295 1.6451 -4.4375
H 5.1826 3.2272 -3.8541
H 5.7776 5.4766 -3.0781
H 4.0361 6.9111 -2.0314
H 1.7491 6.0342 -1.7685
H 0.4663 2.8728 -3.0191
H 0.0785 4.4760 -2.3529
H 3.0910 3.9376 -0.3717
H 3.2543 2.2964 0.2872
H 2.6136 3.5919 1.3036
H 0.7630 5.3099 0.6628
H -0.3487 4.3389 1.6418
H -0.8962 5.0098 0.1049
C 5.7345 -6.0658 4.5477
C 5.0600 -5.3410 3.4156
C 4.3241 -4.1829 3.6422
C 3.6905 -3.5297 2.5999
C 3.7913 -4.0270 1.3138
C 4.5173 -5.1775 1.0726
C 5.1551 -5.8269 2.1149
S 2.8550 -3.2158 -0.0129
O 3.4353 -1.8974 -0.1477
O 2.9831 -4.0785 -1.1711
N 1.4236 -3.0472 0.6283
C 0.4526 -3.9569 0.6749
C 0.6093 -5.3163 0.3031
C -0.4706 -6.1583 0.3609
C -1.6888 -5.6755 0.8408
C -1.7433 -4.3465 1.2205
N -0.7295 -3.5053 1.1464
H 5.7283 -5.4570 5.4493
H 6.7659 -6.3039 4.2913
H 5.2229 -7.0065 4.7602
H 4.2406 -3.7763 4.6411
H 3.1156 -2.6305 2.7624
H 4.5724 -5.5441 0.0576
H 5.7385 -6.7178 1.9175
H 1.5750 -5.6401 -0.0515
H -0.3782 -7.1880 0.0346
H -2.5565 -6.3166 0.9000
H -2.6627 -3.9185 1.6122

Values from the calculation:
HOMO in eV: -1.99
Charge: -2
Gap between HOMO and LUMO in eV: 5.7

***

Version x
Here is a structure of composition C40H45N4O4RbSSb2 from OMol25. Energies are from wB97M-V/def2-TZVPD.

CARTESIAN COORDINATES (ANGSTROEM)
Rb -0.4035 0.7880 0.1028
O -0.0716 1.3524 2.6783
C 0.5085 2.4224 3.0390
C -0.1120 3.3391 3.9456
C 0.4729 4.5277 4.3099
C 1.7209 4.9116 3.8121
C 2.3553 4.0464 2.9399
C 1.8090 2.8194 2.5554
C 2.6368 2.0033 1.6668
N 2.4380 0.7947 1.3297
C 3.4308 0.1541 0.4808
C 2.7707 -0.5822 -0.6855
N 3.2104 -1.9604 -0.7911
C 2.9276 -2.6005 -1.8500
C 2.1895 -2.1876 -3.0694
C 2.7919 -2.5394 -4.2802
C 2.2395 -2.2446 -5.5119
C 0.9934 -1.6103 -5.5278
C 0.3496 -1.2887 -4.3595
C 0.8986 -1.5589 -3.0647
O 0.2144 -1.3166 -2.0129
H -1.0938 3.0703 4.3181
H -0.0626 5.1852 4.9894
H 2.1704 5.8574 4.0863
H 3.3243 4.3114 2.5239
H 3.5330 2.5292 1.2887
H 3.9552 -0.5963 1.0808
H 4.1786 0.8838 0.1289
H 2.9372 -0.0653 -1.6405
H 1.6904 -0.5809 -0.5565
H 3.3262 -3.6193 -1.9039
H 3.7455 -3.0601 -4.2345
H 2.7453 -2.5126 -6.4309
H 0.5119 -1.3861 -6.4761
H -0.6408 -0.8489 -4.3691
C -0.1024 -4.4662 -1.2323
Sb -0.6176 -2.9126 0.1525
C -2.4457 -2.3545 -0.8183
C -1.7201 -4.2837 1.5041
C -0.8371 -4.8297 2.5728
C 0.0322 -5.8769 2.2612
C 0.9429 -6.3776 3.1788
C 0.9918 -5.8308 4.4512
C 0.1223 -4.8047 4.7833
C -0.8002 -4.2860 3.8745
C -1.6806 -3.1584 4.2909
Sb -1.0534 -1.1903 3.4714
C 1.0396 -1.6098 3.5445
C -1.1313 -0.2176 5.3803
H 0.6051 -5.1634 -0.7837
H 0.3500 -4.0158 -2.1127
H -1.0083 -5.0042 -1.5200
H -3.0319 -3.2580 -1.0016
H -2.2035 -1.8604 -1.7550
H -3.0262 -1.6729 -0.1957
H -2.1082 -5.0740 0.8556
H -2.5731 -3.7333 1.8988
H -0.0087 -6.2936 1.2606
H 1.6123 -7.1804 2.8922
H 1.7027 -6.1978 5.1826
H 0.1543 -4.3767 5.7799
H -1.6857 -3.0693 5.3794
H -2.7076 -3.3145 3.9578
H 1.3286 -1.8257 4.5748
H 1.5417 -0.7200 3.1697
H 1.2877 -2.4580 2.9093
H -0.6053 -0.8288 6.1162
H -2.1667 -0.0873 5.6962
H -0.6563 0.7569 5.2967
C -1.1876 2.8394 -7.7316
C -1.2306 3.0022 -6.2367
C -0.8038 1.9728 -5.3976
C -0.8534 2.1072 -4.0210
C -1.3228 3.2892 -3.4599
C -1.7422 4.3216 -4.2775
C -1.6987 4.1735 -5.6580
S -1.3440 3.4361 -1.6766
O -0.0186 3.0063 -1.2675
O -1.7019 4.8168 -1.4077
N -2.3340 2.3382 -1.1562
C -3.6919 2.4344 -1.2907
C -4.3955 3.5343 -1.8345
C -5.7668 3.4649 -1.9504
C -6.4464 2.3309 -1.5212
C -5.6781 1.3110 -0.9826
N -4.3599 1.3418 -0.8675
H -0.5892 1.9716 -8.0091
H -0.7544 3.7160 -8.2175
H -2.1878 2.6978 -8.1490
H -0.4116 1.0572 -5.8231
H -0.5088 1.2997 -3.3869
H -2.0882 5.2431 -3.8287
H -2.0273 4.9893 -6.2940
H -3.8675 4.4262 -2.1320
H -6.3035 4.3078 -2.3736
H -7.5219 2.2361 -1.5920
H -6.1574 0.4048 -0.6194

Values from the calculation:
HOMO in eV: -2.30
Charge: -2
Gap between HOMO and LUMO in eV: 6.2

***

version x is favored, and the nearest alternative lies 82.3 kJ/mol above it.

***

Version w
Here is the molecule C5H7ClS from OMol25. Energies are from wB97M-V/def2-TZVPD.

CARTESIAN COORDINATES (ANGSTROEM)
C -0.6925 0.8687 0.0180
C 0.5471 0.0065 0.0296
C 0.2463 -1.4300 0.1667
C 1.6555 0.7435 0.0776
C 3.2996 0.0425 -0.0085
S 3.5780 -1.3371 -0.6949
Cl 4.4276 1.0636 0.6898
H -0.6580 1.3112 -0.9438
H -1.7499 0.7204 0.3444
H -0.4275 1.6868 0.7921
H 0.0872 -1.4647 1.2178
H -0.7713 -1.6686 -0.4350
H 0.8800 -2.2174 -0.0695
H 1.6990 1.8414 0.1312

Values from the calculation:
HOMO in eV: -8.81
SMILES: CC(C)=CC(=S)Cl
Gap between HOMO and LUMO in eV: 8.6

***

Version x
Here is the molecule C5H7ClS from OMol25. Energies are from wB97M-V/def2-TZVPD.

CARTESIAN COORDINATES (ANGSTROEM)
C 2.1041 -1.9871 1.3809
S 1.6629 -0.2296 1.4511
C 0.1586 -0.2236 0.6809
C -0.2262 0.7120 -0.1968
C -1.4909 0.9798 -0.9101
C -1.8416 1.9962 -1.7592
Cl -3.4810 2.2029 -2.1541
H 2.7411 -2.0338 2.2448
H 2.6334 -2.2216 0.4468
H 1.0726 -2.5410 1.3553
H -0.5337 -1.0141 0.8526
H 0.6577 1.2295 -0.6351
H -2.3388 0.3577 -0.7215
H -1.1181 2.7725 -2.0358

Values from the calculation:
HOMO in eV: -8.01
SMILES: CS/C=C/C=C/Cl
Gap between HOMO and LUMO in eV: 8.4

***

version x is favored, and the nearest alternative lies 100.7 kJ/mol above it.